Here is a molecular structure, C25H40MoNO3P3 from the Open Molecules 2025 dataset. Energies are from ωB97M-V with the def2-TZVPD basis set.

Positions of all 73 atoms, in Å:
C -1.57 2.72 -4.07
C -1.42 1.53 -3.38
C -0.07 1.10 -3.15
C 0.98 2.08 -3.05
C 0.74 3.35 -3.60
C -0.49 3.62 -4.20
C 2.15 1.65 -2.37
C 2.55 0.35 -2.79
C 1.50 -0.62 -2.91
C 1.81 -2.02 -2.88
C 3.08 -2.38 -3.30
C 4.10 -1.41 -3.41
C 3.87 -0.08 -3.05
H -2.55 3.01 -4.48
H 1.55 4.08 -3.59
H -0.61 4.54 -4.76
H 2.92 2.39 -2.06
H 3.32 -3.43 -3.51
H 5.09 -1.71 -3.77
H 4.68 0.66 -3.04
N 0.20 -0.20 -2.77
Mo 0.13 0.05 -0.42
C -2.52 0.70 -2.75
H -2.56 -0.31 -3.17
H -3.50 1.19 -2.87
C 0.76 -2.94 -2.31
H -0.16 -2.95 -2.91
H 1.14 -3.97 -2.22
P -2.17 0.53 -0.94
P 0.29 -2.34 -0.62
C 1.35 -3.34 0.46
H 1.31 -2.95 1.48
H 1.03 -4.39 0.44
H 2.38 -3.26 0.09
C -1.33 -3.17 -0.38
H -1.15 -4.25 -0.28
H -1.83 -2.79 0.52
H -1.97 -3.00 -1.26
C -2.56 2.19 -0.33
H -3.63 2.39 -0.50
H -2.34 2.27 0.74
H -1.96 2.93 -0.87
C -3.55 -0.46 -0.33
H -3.37 -0.74 0.71
H -4.47 0.13 -0.40
H -3.66 -1.37 -0.94
H 1.27 1.05 -0.64
H 1.54 -0.88 -0.16
C -1.42 -1.75 4.65
C -1.53 -2.12 3.19
O -1.53 -0.92 2.35
P -0.21 0.01 1.93
O 0.93 -0.66 2.89
C 2.11 0.03 3.42
C 1.92 0.25 4.90
O -0.69 1.35 2.70
C -0.02 2.66 2.60
C -0.93 3.62 3.34
H -0.40 -1.47 4.90
H -1.69 -2.62 5.26
H -2.11 -0.94 4.89
H -0.73 -2.81 2.87
H -2.50 -2.62 3.00
H 2.95 -0.65 3.22
H 2.29 0.98 2.89
H 1.68 -0.68 5.42
H 2.85 0.64 5.32
H 1.13 0.99 5.09
H 0.97 2.61 3.09
H 0.11 2.96 1.55
H -1.12 3.29 4.36
H -0.44 4.60 3.38
H -1.89 3.74 2.83

Calculated values
**HOMO (spin up / spin down)**: -13.6 / -13.5 eV
**Lowest unoccupied orbital energy (spin up / spin down)**: -7.44 / -7.52 eV
**Charge**: +2
**Energy above the lowest of the compared OMol25 structures with the same formula, charge and spin**: 121.8 kJ/mol
**HOMO-LUMO gap (spin up / spin down)**: 0.2262 / 0.2212 Ha
**Expectation value of S²**: 2.023
**Multiplicity**: 3



Here is a single C25H40N2O3 molecule from the Open Molecules 2025 dataset. Energies are from ωB97M-V with the def2-TZVPD basis set.

Positions of all 70 atoms, in Å:
C 1.98 -0.49 4.24
O 1.03 -0.08 3.29
C 0.42 -1.04 2.54
C 0.67 -2.40 2.62
C 0.01 -3.29 1.79
C -0.89 -2.83 0.85
C -1.64 -3.74 -0.07
O -2.85 -3.89 0.03
N -0.91 -4.38 -1.02
C -1.58 -5.22 -1.98
C 0.50 -4.12 -1.26
C 0.73 -2.88 -2.14
C 2.20 -2.47 -2.14
C 2.63 -1.73 -0.88
C 2.09 -0.29 -0.78
C 3.04 0.43 0.18
C 4.26 -0.49 0.36
C 4.14 -1.52 -0.76
C -1.18 -1.47 0.79
C -0.54 -0.56 1.62
O -0.74 0.78 1.64
C -1.75 1.37 0.84
C -2.09 2.71 1.49
C -3.11 3.49 0.64
N -2.73 3.66 -0.74
C -2.00 4.85 -1.13
C -0.76 5.20 -0.29
C -2.96 6.05 -1.15
C -2.36 2.41 -1.36
C -1.28 1.62 -0.60
H 1.54 -1.14 5.00
H 2.83 -1.00 3.77
H 2.33 0.43 4.72
H 1.37 -2.78 3.34
H 0.20 -4.35 1.88
H -2.63 -5.28 -1.69
H -1.51 -4.80 -2.98
H -1.15 -6.22 -1.97
H 1.00 -3.98 -0.30
H 0.92 -5.00 -1.75
H 0.40 -3.09 -3.15
H 0.12 -2.06 -1.75
H 2.39 -1.82 -3.00
H 2.82 -3.36 -2.26
H 2.29 -2.28 0.00
H 1.07 -0.26 -0.43
H 2.13 0.17 -1.77
H 3.34 1.40 -0.22
H 2.55 0.61 1.14
H 5.20 0.06 0.31
H 4.22 -0.99 1.32
H 4.67 -2.45 -0.54
H 4.52 -1.12 -1.70
H -1.92 -1.14 0.07
H -2.65 0.74 0.84
H -1.17 3.28 1.61
H -2.51 2.54 2.49
H -3.30 4.46 1.08
H -4.06 2.93 0.64
H -1.67 4.68 -2.16
H -1.04 5.45 0.73
H -0.27 6.07 -0.72
H -0.05 4.38 -0.27
H -2.49 6.90 -1.62
H -3.26 6.33 -0.14
H -3.85 5.79 -1.71
H -2.03 2.59 -2.38
H -3.27 1.79 -1.40
H -1.10 0.67 -1.11
H -0.35 2.17 -0.57

Calculated values
**HOMO**: -8.1 eV
**Lowest unoccupied orbital energy**: 0.76 eV
**SMILES string**: COc1ccc(C(=O)N(C)CCCC2CCCC2)cc1OC1CCN(C(C)C)CC1
**Energy above the lowest of the compared OMol25 structures with the same formula, charge and spin**: 0.0 kJ/mol
**HOMO-LUMO gap**: 0.3252 Ha



Here is a molecular structure, C25H40N7OPdSb from the Open Molecules 2025 dataset. Energies are from ωB97M-V with the def2-TZVPD basis set.

Positions of all 75 atoms, in Å:
Pd -0.82 0.09 -1.11
O -2.05 -2.05 -0.88
C -1.56 -3.22 -1.57
C -1.81 -3.14 -3.06
C -1.26 -1.84 -3.67
C 0.21 -1.68 -3.43
C 1.12 -2.46 -4.14
C 2.47 -2.29 -3.95
C 2.91 -1.33 -3.05
C 1.96 -0.59 -2.38
N 0.64 -0.77 -2.53
H -3.00 -2.00 -1.03
H -2.01 -4.11 -1.14
H -0.49 -3.24 -1.35
H -2.88 -3.22 -3.27
H -1.34 -4.01 -3.53
H -1.79 -0.98 -3.24
H -1.46 -1.82 -4.74
H 0.75 -3.18 -4.86
H 3.18 -2.89 -4.50
H 3.96 -1.13 -2.89
H 2.25 0.20 -1.70
N 1.19 2.32 -3.12
C 0.63 2.93 -2.07
N 1.09 4.14 -1.74
C 0.47 4.73 -0.72
N 0.93 5.90 -0.30
N -0.61 4.22 -0.07
C -0.96 3.03 -0.46
N -0.36 2.28 -1.40
C -2.20 2.44 0.13
C -3.05 3.23 0.89
C -4.26 2.69 1.30
C -4.59 1.40 0.93
C -3.66 0.67 0.20
N -2.49 1.17 -0.18
H 1.83 2.86 -3.68
H 0.75 1.51 -3.51
H 1.69 6.34 -0.79
H 0.45 6.40 0.43
H -2.76 4.24 1.12
H -4.96 3.29 1.88
H -5.53 0.95 1.20
H -3.88 -0.35 -0.08
C -1.96 -0.68 2.91
C -0.72 0.21 2.81
C 0.00 0.26 4.16
Sb 0.51 -0.45 1.16
C 2.23 0.85 1.04
C 3.53 0.07 0.79
C 2.39 1.79 2.23
C 1.23 -2.43 1.63
C 0.07 -3.41 1.79
C 2.14 -2.41 2.85
H -2.71 -0.21 3.54
H -1.71 -1.64 3.38
H -2.41 -0.90 1.95
H -1.00 1.22 2.50
H 0.21 -0.75 4.53
H -0.67 0.73 4.89
H 0.92 0.83 4.15
H 1.97 1.45 0.16
H 3.94 -0.31 1.73
H 4.28 0.73 0.36
H 3.42 -0.78 0.12
H 2.66 1.24 3.14
H 1.49 2.37 2.43
H 3.19 2.49 2.03
H 1.81 -2.68 0.74
H -0.43 -3.27 2.75
H 0.47 -4.43 1.78
H -0.67 -3.33 1.00
H 1.57 -2.30 3.77
H 2.90 -1.63 2.83
H 2.67 -3.37 2.91

Calculated values
**HOMO (spin up / spin down)**: -13.2 / -13.2 eV
**Lowest unoccupied orbital energy (spin up / spin down)**: -7.22 / -7.22 eV
**Charge**: +2
**Energy above the lowest of the compared OMol25 structures with the same formula, charge and spin**: 53.1 kJ/mol
**HOMO-LUMO gap (spin up / spin down)**: 0.2215 / 0.2214 Ha



Here is a molecular structure, C25H41AlCl3N3O3SSi from the Open Molecules 2025 dataset. Energies are from ωB97M-V with the def2-TZVPD basis set.

Positions of all 78 atoms, in Å:
C -4.74 3.50 -5.02
C -5.06 2.57 -6.18
H -3.93 4.21 -5.29
H -4.40 2.88 -4.17
H -5.64 4.08 -4.74
C -5.42 3.08 -7.38
C -5.31 4.53 -7.76
H -5.81 2.45 -8.20
H -4.29 4.89 -7.58
H -6.01 5.24 -7.31
H -5.49 4.58 -8.85
Al -1.98 0.44 -1.74
Cl -2.09 1.26 0.24
Cl -4.03 0.95 -2.32
C -2.58 -2.20 -1.59
O -1.83 -1.30 -2.14
N -2.25 -3.46 -1.70
C -1.03 -3.80 -2.43
C -3.16 -4.51 -1.25
H -3.46 -1.92 -0.99
H -0.16 -3.26 -2.01
H -1.11 -3.56 -3.51
H -0.90 -4.88 -2.31
H -3.55 -4.22 -0.26
H -2.55 -5.42 -1.20
H -3.99 -4.61 -1.97
H 2.37 3.43 -0.88
H 0.27 3.05 -3.88
C 2.69 2.76 -1.68
C 1.30 2.73 -3.77
N 1.52 2.23 -2.40
H 3.34 1.99 -1.24
C 0.66 1.37 -1.90
O -0.44 1.12 -2.53
H 1.53 1.93 -4.48
H 0.84 0.84 -0.94
H 3.31 3.36 -2.36
H 1.96 3.58 -3.92
O -3.92 0.73 -5.12
C -5.13 1.09 -5.77
C -5.35 0.12 -8.14
C -5.71 0.11 -6.79
H -4.63 0.84 -8.51
C -5.84 -0.88 -9.01
H -5.86 1.09 -4.96
C -6.68 -0.81 -6.36
H -5.47 -0.94 -10.05
C -6.79 -1.80 -8.54
C -7.20 -1.79 -7.21
H -7.02 -0.78 -5.33
H -7.09 -2.63 -9.20
H -7.88 -2.57 -6.86
Si -2.36 0.00 -5.73
Cl -1.70 1.96 -6.31
C -2.34 -0.58 -7.50
C -3.26 -1.67 -5.05
C -0.58 -0.68 -5.12
H -3.23 -1.18 -7.74
H -1.42 -1.14 -7.65
H -2.34 0.36 -8.07
H -0.15 -0.99 -6.08
H -0.58 -1.56 -4.47
H 0.06 0.10 -4.69
H -3.90 -2.02 -5.87
H -3.96 -1.46 -4.22
H -2.58 -2.48 -4.76
S 1.82 -1.30 0.10
C 1.74 -0.61 1.62
N 2.55 0.49 1.87
C 2.62 1.14 3.07
C 1.88 0.66 4.13
C 1.00 -0.42 3.94
C 0.92 -1.04 2.69
H 3.13 0.79 1.10
H 3.27 2.01 3.11
H 1.97 1.13 5.11
H 0.38 -0.76 4.76
H 0.25 -1.86 2.51

Calculated values
**HOMO**: -6.5 eV
**Lowest unoccupied orbital energy**: -0.88 eV
**Energy above the lowest of the compared OMol25 structures with the same formula, charge and spin**: 386.5 kJ/mol
**HOMO-LUMO gap**: 0.2061 Ha



Computed F_max (eV/A) in order:
4.8; 0.5; 1.4; 3.5